# C41H65BClN11O2

A cluster of 8 separate species, C41H65BClN11O2 in total (wB97M-V/def2-TZVPD, OMol25).

- Lowest unoccupied orbital energy: -0.13 eV
- Kohn-Sham gap: 8.5913 eV
- HOMO level: -8.719 eV
- Strongest force on any atom: 0.87 eV/Å

Each line ends with the Löwdin charge.
Cartesian coordinates (Å):
N (-0.588, 0.994, -1.555)  0.01
C (-1.120, 0.771, -0.212)  -0.26
C (-2.066, -0.435, -0.019)  -0.12
C (-1.700, -1.612, -0.874)  -0.22
N (-0.487, -2.077, -0.733)  0.18
C (-0.125, -3.128, -1.508)  -0.21
C (1.179, -3.670, -1.416)  -0.52
Cl (2.253, -2.989, -0.245)  0.76
C (1.587, -4.709, -2.200)  -0.25
C (2.967, -5.300, -2.133)  -0.11
C (4.125, -4.320, -2.317)  -0.34
C (4.015, -3.176, -3.235)  -0.10
O (4.783, -4.341, -3.575)  -0.05
C (0.646, -5.268, -3.100)  -0.02
C (-0.622, -4.787, -3.215)  -0.01
C (-1.034, -3.701, -2.426)  -0.21
N (-2.302, -3.217, -2.543)  0.18
C (-2.637, -2.196, -1.789)  -0.09
B (-4.127, -1.668, -1.950)  -0.61
N (-5.178, -1.971, -1.006)  0.19
O (-4.458, -0.905, -3.035)  0.15
H (-1.293, 0.817, -2.262)  0.07
H (0.172, 0.342, -1.709)  0.05
H (-1.647, 1.671, 0.107)  0.10
H (-0.262, 0.653, 0.448)  0.09
H (-1.964, -0.775, 1.013)  0.09
H (-3.108, -0.132, -0.138)  0.11
H (3.073, -5.997, -2.964)  0.12
H (3.097, -5.819, -1.183)  0.12
H (4.765, -4.180, -1.445)  0.13
H (4.622, -2.319, -2.965)  0.11
H (3.121, -3.058, -3.833)  0.12
H (0.952, -6.101, -3.719)  0.11
H (-1.328, -5.224, -3.907)  0.11
H (-5.782, -2.732, -1.295)  0.06
H (-4.834, -2.154, -0.072)  0.07
H (-3.850, -1.007, -3.778)  0.09
C (0.474, -1.971, 4.862)  -0.10
C (0.752, -1.021, 3.705)  -0.25
C (-0.153, 0.216, 3.725)  -0.18
C (-1.567, -0.141, 3.620)  -0.24
N (-2.671, -0.435, 3.501)  0.15
H (-0.540, -2.372, 4.813)  0.07
H (1.164, -2.814, 4.838)  0.08
H (0.601, -1.463, 5.819)  0.04
H (0.629, -1.543, 2.754)  0.10
H (1.787, -0.680, 3.749)  0.11
H (0.089, 0.878, 2.892)  0.11
H (-0.013, 0.780, 4.650)  0.12
C (-6.091, -3.538, -4.658)  -0.10
C (-6.642, -3.577, -6.075)  -0.25
C (-5.517, -3.527, -7.117)  -0.19
C (-4.712, -2.316, -6.964)  -0.24
N (-4.087, -1.362, -6.843)  0.15
H (-5.557, -2.605, -4.485)  0.05
H (-6.893, -3.591, -3.922)  0.05
H (-5.403, -4.366, -4.474)  0.08
H (-7.316, -2.733, -6.229)  0.11
H (-7.226, -4.485, -6.236)  0.11
H (-5.916, -3.551, -8.132)  0.12
H (-4.853, -4.386, -6.999)  0.12
C (-8.376, -0.858, 1.425)  -0.11
C (-8.900, 0.036, 0.308)  -0.26
C (-9.791, -0.716, -0.689)  -0.19
C (-9.059, -1.800, -1.338)  -0.22
N (-8.434, -2.611, -1.852)  0.16
H (-7.748, -1.655, 1.026)  0.06
H (-7.773, -0.282, 2.126)  0.07
H (-9.197, -1.314, 1.982)  0.08
H (-8.061, 0.480, -0.229)  0.11
H (-9.481, 0.857, 0.731)  0.11
H (-10.155, -0.042, -1.465)  0.12
H (-10.660, -1.143, -0.184)  0.12
C (3.205, 3.554, -4.000)  -0.11
C (1.884, 3.924, -3.336)  -0.25
C (1.926, 3.916, -1.801)  -0.19
C (2.280, 2.597, -1.286)  -0.25
N (2.554, 1.554, -0.893)  0.15
H (3.504, 2.537, -3.737)  0.07
H (3.104, 3.596, -5.085)  0.07
H (4.003, 4.232, -3.703)  0.04
H (1.110, 3.227, -3.661)  0.11
H (1.576, 4.920, -3.659)  0.11
H (0.941, 4.176, -1.409)  0.12
H (2.651, 4.627, -1.408)  0.06
C (5.133, 8.538, 0.644)  -0.11
C (4.392, 7.407, 1.347)  -0.25
C (4.954, 6.023, 0.998)  -0.18
C (4.864, 5.733, -0.431)  -0.22
N (4.793, 5.476, -1.546)  0.18
H (5.039, 8.459, -0.440)  0.07
H (4.727, 9.504, 0.941)  0.07
H (6.195, 8.527, 0.894)  0.08
H (3.332, 7.440, 1.086)  0.11
H (4.460, 7.537, 2.428)  0.11
H (4.413, 5.242, 1.534)  0.12
H (6.007, 5.958, 1.284)  0.11
C (-0.424, -2.034, 9.884)  -0.11
C (-0.251, -0.576, 10.293)  -0.26
C (-0.049, 0.356, 9.093)  -0.19
C (1.148, 0.005, 8.331)  -0.24
N (2.092, -0.270, 7.740)  0.15
H (0.465, -2.410, 9.378)  0.07
H (-0.597, -2.660, 10.759)  0.07
H (-1.275, -2.155, 9.211)  0.08
H (0.600, -0.480, 10.969)  0.11
H (-1.133, -0.239, 10.841)  0.11
H (0.051, 1.392, 9.419)  0.12
H (-0.908, 0.300, 8.421)  0.12
C (8.954, 2.414, -1.276)  -0.11
C (8.152, 1.987, -0.052)  -0.26
C (7.493, 3.170, 0.665)  -0.20
C (8.472, 4.142, 1.150)  -0.25
N (9.239, 4.905, 1.530)  0.15
H (9.778, 3.073, -1.000)  0.07
H (9.378, 1.545, -1.777)  0.07
H (8.322, 2.941, -1.993)  0.08
H (8.800, 1.458, 0.649)  0.11
H (7.367, 1.292, -0.350)  0.11
H (6.911, 2.822, 1.520)  0.12
H (6.812, 3.689, -0.014)  0.10